(1)
Below is a structure of composition Br2Hf in a non-equilibrium geometry, with properties calculated with ωB97M-V/def2-TZVPD.

As for the HOMO energy: -0.7401 Ha. As for the LUMO energy: -13.79 eV. As for the HOMO-LUMO gap: 0.233 Eh. The net charge is +2. As for the max |F|: 5.41 eV/A.

XYZ file:
```
3
Properties=species:S:1:pos:R:3:mulliken_charge:R:1
Hf -0.7924 0.1023 -0.7274 1.69
Br 1.5681 1.7124 -0.6369 0.15
Br -0.7758 -1.8148 1.3643 0.16
```



(2)
Below is a structure of composition Br2NO2S in a non-equilibrium geometry, with properties calculated with ωB97M-V/def2-TZVPD.

As for the HOMO energy (alpha / beta): -0.1137 / -0.1138 Ha. As for the LUMO energy (alpha / beta): 2.39 / 2.39 eV. As for the HOMO-LUMO gap (alpha / beta): 0.201 / 0.202 Eh. The net charge is -1. As for the max |F|: 1.83 eV/A.

XYZ file:
```
6
Properties=species:S:1:pos:R:3:mulliken_charge:R:1
N -0.4218 2.5281 0.8998 -0.41
O 0.9800 -2.3252 -1.0998 -0.42
O -1.3545 -2.3575 -0.6919 -0.42
S -0.0499 -2.0549 -0.1340 0.62
Br 0.9208 3.5303 0.0824 -0.24
Br -0.0746 0.6791 0.9435 -0.13
```



(3)
Below is a structure of composition Br2OS2 in a non-equilibrium geometry, with properties calculated with ωB97M-V/def2-TZVPD.

As for the HOMO energy: -0.3131 Ha. As for the LUMO energy: -3.08 eV. As for the HOMO-LUMO gap: 0.200 Eh. As for the max |F|: 6.88 eV/A.

XYZ file:
```
5
Properties=species:S:1:pos:R:3:mulliken_charge:R:1
O -0.9484 0.0770 0.6469 -0.23
S -0.9038 0.6042 -0.6180 0.43
S 1.1030 -2.0716 1.1170 -0.19
Br -0.4964 2.7838 -0.2953 -0.08
Br 1.2455 -1.3934 -0.8507 0.07
```



(4)
Below is a cluster of 2 separate species, Br3H2PSi in total in a non-equilibrium geometry, with properties calculated with ωB97M-V/def2-TZVPD.

As for the HOMO energy (alpha / beta): -0.3197 / -0.3400 Ha. As for the LUMO energy (alpha / beta): -1.59 / -2.26 eV. As for the HOMO-LUMO gap (alpha / beta): 0.261 / 0.257 Eh. As for the max |F|: 2.65 eV/A.

XYZ file:
```
7
Properties=species:S:1:pos:R:3:mulliken_charge:R:1
Si 1.1848 -0.0032 0.0947 0.46
P -2.5571 0.6271 -0.0140 -0.04
Br 2.2388 1.5513 -1.1517 -0.17
Br 1.7471 0.0423 2.2407 -0.15
Br 1.6060 -2.1101 -0.7308 -0.17
H -2.1263 -0.4249 0.7903 0.04
H -2.0933 0.3175 -1.2292 0.04
```



(5)
Below is a cluster of 2 separate species, Br3HNP in total, with properties calculated with ωB97M-V/def2-TZVPD.

As for the HOMO energy (alpha / beta): -0.3613 / -0.3625 Ha. As for the LUMO energy (alpha / beta): -0.29 / -0.78 eV. The expectation value of S² is 2.0065. As for the HOMO-LUMO gap (alpha / beta): 0.351 / 0.334 Eh. As for the max |F|: 0.80 eV/A. Its spin multiplicity is 3.

XYZ file:
```
6
Properties=species:S:1:pos:R:3:mulliken_charge:R:1
N -0.9974 1.7390 1.2243 -0.21
P -3.1860 -0.3483 -0.2714 0.33
Br -4.3072 -0.5086 -2.2684 -0.16
Br -3.8353 1.6995 0.1520 -0.07
Br -4.4328 -1.3613 1.2457 -0.10
H -0.6039 2.5271 1.7622 0.21
```



(6)
Below is a cluster of 2 separate species, Br3HOSi in total in a non-equilibrium geometry, with properties calculated with ωB97M-V/def2-TZVPD.

As for the HOMO energy: -0.3443 Ha. As for the LUMO energy: -0.83 eV. As for the HOMO-LUMO gap: 0.314 Eh. As for the max |F|: 1.51 eV/A.

XYZ file:
```
6
Properties=species:S:1:pos:R:3:mulliken_charge:R:1
O 1.8822 2.2308 -0.8720 -0.46
Si 3.9852 -0.2294 1.2435 0.26
Br 4.6030 1.5091 0.0542 -0.10
Br 1.4146 0.4615 -1.0018 0.13
Br 4.5654 -1.8767 -0.2327 -0.18
H 2.0018 2.5935 -1.7384 0.35
```



(7)
Below is an isolated molecule of Br3IP2 in a non-equilibrium geometry, with properties calculated with ωB97M-V/def2-TZVPD.

As for the HOMO energy: -0.3280 Ha. As for the LUMO energy: -1.32 eV. As for the HOMO-LUMO gap: 0.279 Eh. The structure (SMILES) is BrP(Br)#P(Br)I. As for the max |F|: 1.46 eV/A.

XYZ file:
```
6
Properties=species:S:1:pos:R:3:mulliken_charge:R:1
Br -0.9081 1.7813 2.0394 -0.09
P -0.8906 -0.1024 0.9244 0.24
Br 0.6126 -1.3059 2.0350 -0.15
P 0.5887 0.4067 -0.8723 0.13
Br -1.1132 0.8258 -2.2109 -0.12
I 1.7105 -1.6055 -1.9156 -0.02
```



(8)
Below is a structure of composition Br4Cr in a non-equilibrium geometry, with properties calculated with ωB97M-V/def2-TZVPD.

As for the HOMO energy (alpha / beta): -0.2158 / -0.2188 Ha. As for the LUMO energy (alpha / beta): 0.34 / 2.88 eV. The expectation value of S² is 3.9682. As for the HOMO-LUMO gap (alpha / beta): 0.228 / 0.325 Eh. The net charge is -1. As for the max |F|: 1.77 eV/A. Its spin multiplicity is 4.

XYZ file:
```
5
Properties=species:S:1:pos:R:3:mulliken_charge:R:1
Cr 0.1223 0.1110 0.2414 0.30
Br 2.0468 -1.2339 0.8296 -0.29
Br -1.4979 -1.0734 1.5972 -0.26
Br 0.5512 -0.0942 -2.4818 -0.36
Br -1.2224 2.2904 -0.1864 -0.39
```